Arrangement w

C6H17NO as an isolated structure. Source: the Open Molecules 2025 dataset; level of theory: ωB97M-V with the def2-TZVPD basis set.

Properties
Kohn-Sham gap	6.92	eV
total charge	0

Atoms and positions in Å:
1 C -0.538 -1.888 0.981
2 C -0.673 -0.470 1.199
3 C -0.209 0.393 0.131
4 C -0.791 0.200 -1.293
5 C -2.177 0.818 -1.359
6 C 0.174 0.815 -2.311
7 N 1.745 -0.137 2.563
8 H -0.094 -2.186 0.041
9 H 0.234 -1.270 1.687
10 H -1.272 -2.564 1.396
11 H -1.064 -0.024 2.113
12 H 0.946 0.322 0.187
13 H -0.243 1.477 0.322
14 H -0.814 -0.880 -1.486
15 H -2.815 0.551 -0.489
16 H -2.164 1.910 -1.331
17 H -2.836 0.420 -2.134
18 H 1.203 0.677 -1.945
19 H 0.132 0.330 -3.289
20 H 0.008 1.882 -2.487
21 H 1.812 0.792 2.942
22 H 1.941 -0.846 3.233
23 H 2.174 -0.110 1.629
24 H 2.763 -0.563 -0.049
25 O 2.560 0.351 -0.251

Atomic partial charges in e from the natural (NBO) method, atoms 1 to 6: C -0.521; C 0.033; C -0.585; C -0.196; C -0.611; C -0.641

Arrangement x

A 2-piece molecular cluster, C6H17NO overall. Source: the Open Molecules 2025 dataset; level of theory: ωB97M-V with the def2-TZVPD basis set.

Properties
Kohn-Sham gap	9.44	eV
SMILES string	CN[C@@H](C)C(C)C.O
total charge	0

Atoms and positions in Å:
1 C -2.561 -0.521 0.234
2 N -1.200 -0.339 -0.199
3 C -0.173 -0.079 0.822
4 C 0.398 -1.394 1.428
5 C 0.994 0.572 -0.006
6 C 2.039 1.365 0.910
7 C 1.682 -0.351 -1.029
8 H -2.670 -1.725 0.358
9 H -3.132 -0.030 -0.581
10 H -2.923 0.175 1.146
11 H -0.879 -1.083 -0.831
12 H -0.423 0.865 1.416
13 H 0.783 -2.096 0.702
14 H 1.142 -1.219 2.277
15 H -0.460 -1.836 1.974
16 H 0.597 1.430 -0.547
17 H 1.432 1.596 1.728
18 H 2.813 0.626 1.246
19 H 2.413 2.254 0.538
20 H 2.663 0.002 -1.217
21 H 1.234 -0.550 -1.996
22 H 2.023 -1.133 -0.320
23 O -2.301 1.112 -2.626
24 H -1.639 1.097 -1.984
25 H -1.852 1.261 -3.443

Atomic partial charges in e from the natural (NBO) method, atoms 1 to 6: C -0.433; N -0.684; C -0.057; C -0.660; C -0.188; C -0.602

What is the stability order? It is arrangement x, arrangement w, from most stable to least stable.

Arrangement w

C6H13NO3 as an isolated structure. Source: the Open Molecules 2025 dataset; level of theory: ωB97M-V with the def2-TZVPD basis set.

Properties
Kohn-Sham gap	7.66	eV
total charge	0

Atoms and positions in Å:
1 C 0.716 -0.626 0.024
2 C 2.904 1.570 -0.493
3 C 2.004 1.320 0.669
4 O 1.263 -1.002 -1.036
5 O 2.187 1.455 1.832
6 H -0.265 -1.134 -1.789
7 H 1.079 -0.933 1.016
8 H 0.738 0.772 0.268
9 H 3.945 1.563 -0.173
10 H 2.659 2.545 -0.921
11 H 2.723 0.806 -1.252
12 C -2.058 1.290 -0.206
13 C -1.227 -2.320 0.621
14 N -1.913 0.010 0.455
15 C -1.111 -0.988 -0.101
16 O -1.216 -1.074 -1.459
17 H -2.396 -0.178 1.318
18 H -2.376 1.149 -1.238
19 H -2.779 1.898 0.336
20 H -1.100 1.821 -0.238
21 H -1.075 -2.197 1.693
22 H -2.220 -2.735 0.439
23 H -0.481 -3.012 0.235

Atomic partial charges in e from the natural (NBO) method, atoms 1 to 6: C 0.130; C -0.758; C 0.605; O -0.676; O -0.477; H 0.501

Arrangement x

C6H13NO3 in the gas phase. Source: the Open Molecules 2025 dataset; level of theory: ωB97M-V with the def2-TZVPD basis set.

Properties
Kohn-Sham gap	9.25	eV
SMILES string	[O-][C@H](O)[NH2+]C[C@@H]1C[C@@H]1CO
total charge	0

Atoms and positions in Å:
1 O 1.711 -1.924 -2.589
2 C 2.435 -1.767 -1.569
3 O 2.692 -2.915 -0.692
4 N 1.730 -0.751 -0.460
5 C 0.264 -0.854 -0.338
6 C -0.160 -2.075 0.441
7 C -0.604 -3.348 -0.234
8 C -1.601 -2.506 0.516
9 C -2.694 -1.768 -0.208
10 O -3.790 -2.650 -0.380
11 H 3.423 -1.266 -1.663
12 H 1.931 -3.498 -0.801
13 H 1.997 0.194 -0.729
14 H 2.229 -1.058 0.435
15 H -0.132 -0.867 -1.361
16 H -0.098 0.059 0.156
17 H 0.394 -2.202 1.375
18 H -0.297 -4.302 0.197
19 H -0.674 -3.336 -1.325
20 H -1.913 -2.887 1.491
21 H -2.338 -1.406 -1.187
22 H -3.000 -0.887 0.383
23 H -4.526 -2.168 -0.767

Atomic partial charges in e from the natural (NBO) method, atoms 1 to 6: O -0.788; C 0.565; O -0.788; N -0.606; C -0.239; C -0.245

Arrangement y

C6H13NO3 in the gas phase. Source: the Open Molecules 2025 dataset; level of theory: ωB97M-V with the def2-TZVPD basis set.

Properties
Kohn-Sham gap	10.16	eV
SMILES string	C[C@@H]1NC[C@@H](O)[C@H](O)[C@H]1O
total charge	0

Atoms and positions in Å:
1 C 1.287 -0.221 1.802
2 C 1.002 0.641 0.508
3 N -0.321 1.342 0.612
4 C -1.449 0.407 0.756
5 C -1.630 -0.204 -0.561
6 O -1.749 0.834 -1.564
7 C -0.419 -0.832 -1.027
8 O -0.124 -2.058 -0.267
9 C 0.899 -0.186 -0.817
10 O 1.247 0.800 -1.881
11 H 2.266 -0.881 1.672
12 H 0.573 -1.011 2.058
13 H 1.436 0.464 2.674
14 H 1.711 1.446 0.103
15 H -0.181 2.181 1.227
16 H -2.353 0.942 0.918
17 H -1.189 -0.481 1.454
18 H -2.416 -1.008 -0.744
19 H -0.984 1.451 -1.204
20 H -0.276 -1.206 -2.011
21 H 0.609 -2.562 -0.535
22 H 1.695 -0.970 -0.915
23 H 0.366 1.112 -2.257

Atomic partial charges in e from the natural (NBO) method, atoms 1 to 6: C -0.648; C -0.092; N -0.684; C -0.264; C 0.041; O -0.741

Arrangement z

C6H13NO3 as an isolated structure. Source: the Open Molecules 2025 dataset; level of theory: ωB97M-V with the def2-TZVPD basis set.

Properties
Kohn-Sham gap	9.95	eV
total charge	0

Atoms and positions in Å:
1 C 0.013 2.195 0.206
2 C -0.331 1.094 -0.787
3 C 0.133 1.388 -2.202
4 O 0.393 2.492 -2.613
5 N 0.111 -0.236 -0.356
6 C 1.556 -0.378 -0.185
7 C -1.233 -1.049 0.912
8 C -0.429 -1.621 2.057
9 O -2.325 -0.544 1.138
10 H -0.319 1.904 1.210
11 H 1.096 2.376 0.246
12 H -0.475 3.129 -0.093
13 H -1.430 1.035 -0.885
14 H 0.136 0.503 -2.880
15 H 1.902 0.128 0.727
16 H 1.817 -1.435 -0.062
17 H 2.096 0.028 -1.054
18 H -0.002 -0.809 2.660
19 H -1.095 -2.226 2.683
20 H 0.407 -2.227 1.686
21 H -0.422 -1.157 -1.228
22 O -1.273 -2.149 -0.603
23 H -0.326 -2.442 -0.577

Atomic partial charges in e from the natural (NBO) method, atoms 1 to 6: C -0.625; C -0.182; C 0.435; O -0.507; N -0.609; C -0.428

What is the stability order? It is arrangement x, arrangement y, arrangement w, arrangement z, from most stable to least stable.

Arrangement w

A 2-piece molecular cluster, CH3O3S overall. Source: the Open Molecules 2025 dataset; level of theory: ωB97M-V with the def2-TZVPD basis set.

Properties
Kohn-Sham gap	8.64	eV
total charge	-1

Atoms and positions in Å:
1 C 0.496 -1.201 0.301
2 O 1.517 0.532 -1.583
3 O -0.991 0.260 -1.501
4 O -1.067 -0.195 1.461
5 S 0.316 0.285 -0.754
6 H 1.246 -1.070 1.117
7 H -1.862 -0.209 1.070
8 H 0.346 1.598 -0.112

Atomic partial charges in e from the natural (NBO) method, atoms 1 to 6: C -0.384; O -1.015; O -0.975; O -0.982; S 1.828; H 0.137

Arrangement x

A 2-piece molecular cluster, CH3O3S overall. Source: the Open Molecules 2025 dataset; level of theory: ωB97M-V with the def2-TZVPD basis set.

Properties
Kohn-Sham gap (spin up / spin down)	6.18 / 6.17	eV
total charge	-1

Atoms and positions in Å:
1 C -1.056 -0.597 0.657
2 O 1.887 0.154 -1.889
3 O 1.975 1.919 -0.165
4 O -1.656 0.463 1.027
5 S 1.161 1.116 -1.041
6 H -1.558 -1.268 -0.062
7 H -0.688 -1.401 1.417
8 H -0.066 -0.387 0.056

Atomic partial charges in e from the natural (NBO) method, atoms 1 to 6: C -0.112; O -0.909; O -0.890; O -0.837; S 1.611; H 0.074

What is the stability order? It is arrangement x, arrangement w, from most stable to least stable.

Arrangement w

A 13-piece molecular cluster, C5H36N2O13 overall. Source: the Open Molecules 2025 dataset; level of theory: ωB97M-V with the def2-TZVPD basis set.

Properties
Kohn-Sham gap	9.27	eV
total charge	0

Atoms and positions in Å:
1 C 2.901 -1.847 -0.526
2 N 2.857 -0.504 -1.052
3 C 3.936 0.494 1.025
4 C 2.743 0.491 0.002
5 C 2.855 1.884 -0.639
6 N 1.944 2.864 -0.317
7 C 1.120 2.734 0.909
8 O 3.725 2.031 -1.474
9 H 2.024 -2.132 0.078
10 H 3.059 -2.513 -1.371
11 H 3.653 -2.070 0.247
12 H 3.485 -0.282 -1.800
13 H 4.228 -0.510 1.296
14 H 3.589 1.090 1.862
15 H 4.777 1.012 0.567
16 H 1.813 0.410 0.570
17 H 2.297 3.773 -0.554
18 H 0.682 3.691 1.183
19 H 1.829 2.480 1.701
20 H 0.369 1.967 0.788
21 H -3.749 1.901 0.636
22 H -2.903 2.982 -0.095
23 O -3.358 2.151 -0.213
24 H -1.461 2.556 -2.180
25 H -0.352 3.458 -1.983
26 O -1.044 3.300 -2.639
27 H -0.352 -0.874 2.301
28 H -1.359 -1.222 1.223
29 O -0.967 -0.445 1.680
30 H 1.498 -1.973 -3.176
31 H 0.963 -0.738 -2.670
32 O 0.636 -1.602 -2.970
33 H -2.581 0.629 -0.430
34 H -2.388 -0.233 -1.701
35 O -2.321 -0.259 -0.747
36 H 1.185 -2.988 2.492
37 H -0.229 -2.861 2.832
38 O 0.611 -2.381 2.985
39 H -1.620 0.845 -4.133
40 H -1.072 -0.556 -3.503
41 O -1.251 0.395 -3.385
42 H -2.486 2.364 2.739
43 H -1.533 2.471 1.612
44 O -1.757 2.919 2.421
45 H -0.562 -3.548 -1.702
46 H 0.629 -2.882 -1.232
47 O 0.057 -3.615 -0.979
48 H -2.512 -0.010 2.276
49 H -3.965 0.122 2.871
50 O -3.218 0.638 2.530
51 H -3.377 -1.405 0.060
52 H -4.402 -2.237 -0.623
53 O -3.951 -2.213 0.219
54 H -0.868 -3.323 0.524
55 H -2.378 -3.262 1.158
56 O -1.445 -3.168 1.305

Atomic partial charges in e from the natural (NBO) method, atoms 1 to 6: C -0.420; N -0.661; C -0.625; C -0.144; C 0.691; N -0.630

Arrangement x

A 13-piece molecular cluster, C5H36N2O13 overall. Source: the Open Molecules 2025 dataset; level of theory: ωB97M-V with the def2-TZVPD basis set.

Properties
Kohn-Sham gap	9.40	eV
total charge	0

Atoms and positions in Å:
1 O 0.260 -0.497 0.342
2 C 0.129 0.255 -0.603
3 N 0.693 1.455 -0.604
4 C 1.617 1.889 0.472
5 C 0.542 2.440 -1.730
6 C -0.815 -0.240 -1.718
7 C -2.238 -0.696 -1.283
8 N 0.005 -1.194 -2.463
9 H 1.188 2.088 1.438
10 H 2.233 0.911 0.405
11 H 2.115 2.872 0.057
12 H -0.440 2.235 -2.237
13 H 1.167 2.548 -2.652
14 H 0.655 3.447 -1.245
15 H -1.024 0.549 -2.472
16 H -2.541 -0.267 -0.377
17 H -3.033 -0.522 -2.033
18 H -2.238 -1.809 -1.169
19 H -0.174 -2.132 -2.366
20 H 1.012 -1.044 -2.385
21 H 0.853 0.096 -4.031
22 H 2.080 0.626 -3.144
23 O 1.599 0.788 -3.888
24 H -0.959 -1.672 1.027
25 H -1.644 -2.800 0.466
26 O -1.889 -2.068 1.178
27 H 1.078 -2.636 2.815
28 H 0.689 -1.547 1.738
29 O 1.149 -1.752 2.631
30 H -3.303 2.523 -1.447
31 H -1.817 2.811 -1.088
32 O -2.436 2.331 -1.485
33 H -1.089 -0.534 3.986
34 H 0.352 -0.762 3.801
35 O -0.353 -0.173 4.165
36 H 4.799 -1.541 1.092
37 H 3.486 -1.786 1.597
38 O 3.882 -1.682 0.739
39 H 2.684 -2.428 -0.783
40 H 2.781 -3.410 -2.035
41 O 2.357 -2.662 -1.711
42 H -0.427 2.012 1.848
43 H -0.347 1.207 3.138
44 O -0.701 2.122 2.794
45 H 0.444 -2.075 -0.099
46 H 0.861 -3.397 -0.846
47 O 0.326 -3.073 -0.156
48 H 0.203 -4.170 1.293
49 H -0.716 -3.865 2.455
50 O 0.145 -4.166 2.226
51 H -2.941 2.177 0.673
52 H -2.711 2.665 2.050
53 O -3.352 2.705 1.271
54 H -1.471 5.328 -0.210
55 H -1.556 4.118 0.703
56 O -1.170 4.404 -0.141

Atomic partial charges in e from the natural (NBO) method, atoms 1 to 6: O -0.763; C 0.709; N -0.413; C -0.429; C -0.474; C -0.137

What is the stability order? It is arrangement w, arrangement x, from most stable to least stable.